14
Properties=species:S:1:pos:R:3:lowdin_charge:R:1 method="wB97M-V/def2-TZVPD" lumo_ev=0.9 spin_multiplicity=1 e_homo_ev=-8.4 charge=0 e_above_lowest_ev=2.8870
C 2.361 1.847 -0.262 -0.20
N 0.926 1.984 -0.511 -0.09
H 2.786 2.809 0.094 0.07
H 2.879 1.521 -1.092 0.04
H 2.582 1.217 0.666 0.08
H 0.186 2.259 0.151 0.07
H 0.763 1.626 -1.449 0.05
N -1.762 -0.549 -0.140 0.03
C -1.025 -1.365 0.691 -0.46
N -0.965 -2.577 0.529 0.04
H -1.158 0.320 -0.358 0.08
H -2.354 -0.914 -0.927 0.11
H -0.598 -0.653 1.447 0.11
H -0.498 -3.083 -0.250 0.07



49
Properties=species:S:1:pos:R:3:lowdin_charge:R:1 method="wB97M-V/def2-TZVPD" lumo_ev="-5.6 / -5.6" spin_multiplicity=4 e_homo_ev="-12.1 / -12.3" charge=+1 e_above_lowest_ev=0.1875
Tc 0.033 -0.513 0.590 1.79
C 0.093 1.901 -1.202 -0.02
N -0.017 1.605 0.251 -0.36
C -1.310 2.093 0.792 -0.15
C -2.380 1.179 0.233 -0.17
N -1.840 -0.183 0.316 -0.18
C -2.703 -1.251 -0.028 -0.17
C -3.070 -2.189 0.931 -0.17
F -2.619 -2.082 2.177 0.12
C -3.939 -3.222 0.620 -0.14
F -4.293 -4.097 1.547 0.16
C -4.444 -3.330 -0.665 -0.12
F -5.266 -4.315 -0.970 0.17
C -4.092 -2.403 -1.639 -0.13
F -4.574 -2.516 -2.867 0.16
C -3.231 -1.377 -1.311 -0.14
F -2.862 -0.501 -2.252 0.12
C 1.178 2.113 0.969 -0.15
C 2.378 1.262 0.564 -0.17
N 1.883 -0.099 0.312 -0.18
C 2.713 -1.004 -0.384 -0.17
C 4.029 -1.262 -0.020 -0.14
F 4.561 -0.628 1.025 0.13
C 4.788 -2.197 -0.702 -0.12
F 6.034 -2.437 -0.333 0.16
C 4.235 -2.896 -1.765 -0.12
F 4.956 -3.796 -2.409 0.17
C 2.925 -2.654 -2.151 -0.13
F 2.390 -3.315 -3.165 0.16
C 2.192 -1.714 -1.457 -0.16
F 0.908 -1.482 -1.825 0.06
H 0.056 2.982 -1.354 0.12
H -0.722 1.427 -1.744 0.09
H 1.030 1.509 -1.585 0.09
H -1.470 3.140 0.526 0.14
H -1.261 2.009 1.879 0.13
H -2.633 1.428 -0.799 0.12
H -3.303 1.242 0.813 0.15
H 0.981 2.024 2.039 0.13
H 1.338 3.170 0.739 0.14
H 3.103 1.248 1.377 0.13
H 2.887 1.653 -0.320 0.13
F -1.223 -4.712 1.245 0.18
C -0.248 -4.533 0.349 -0.56
F 0.302 -5.699 0.070 0.20
F -0.802 -4.034 -0.772 0.16
C 0.802 -3.538 0.887 -0.45
O 1.943 -3.819 1.072 0.20
O 0.268 -2.337 1.107 -0.21



71
Properties=species:S:1:pos:R:3:lowdin_charge:R:1 method="wB97M-V/def2-TZVPD" lumo_ev="-2.6 / -2.6" spin_multiplicity=3 e_homo_ev="-8.3 / -11.1" charge=+1 e_above_lowest_ev=0.7882
Ti -0.113 -0.460 -0.070 0.81
O -1.411 -0.065 2.338 -0.05
N -0.094 -0.217 1.827 -0.21
C 0.764 0.048 2.816 -0.10
C 2.177 0.185 2.750 -0.22
C 2.827 0.410 3.990 -0.04
C 4.191 0.479 4.099 -0.07
C 4.997 0.318 2.966 -0.07
C 4.398 0.131 1.741 -0.10
C 3.004 0.092 1.598 -0.30
P 2.345 -0.188 -0.064 1.08
C 3.180 1.020 -1.150 -0.34
C 3.138 0.826 -2.533 -0.13
C 3.725 1.741 -3.392 -0.07
C 4.350 2.871 -2.882 -0.06
C 4.367 3.086 -1.512 -0.06
C 3.781 2.171 -0.650 -0.08
C 3.119 -1.807 -0.470 -0.34
C 4.183 -1.982 -1.349 -0.09
C 4.743 -3.242 -1.522 -0.07
C 4.249 -4.328 -0.818 -0.07
C 3.203 -4.155 0.079 -0.06
C 2.643 -2.902 0.254 -0.10
H -1.963 -0.614 1.762 0.06
H 0.305 0.184 3.790 0.13
H 2.216 0.514 4.879 0.12
H 4.646 0.644 5.067 0.11
H 6.075 0.331 3.052 0.11
H 5.018 0.006 0.861 0.11
H 2.670 -0.063 -2.940 0.10
H 3.704 1.566 -4.460 0.11
H 4.821 3.579 -3.551 0.11
H 4.849 3.969 -1.110 0.11
H 3.788 2.352 0.417 0.10
H 4.593 -1.142 -1.893 0.10
H 5.574 -3.366 -2.203 0.11
H 4.685 -5.308 -0.960 0.11
H 2.827 -4.999 0.642 0.11
H 1.841 -2.764 0.970 0.10
N -0.057 -0.445 -2.417 -0.03
C -1.414 -0.770 -2.925 -0.19
C -1.896 -2.080 -2.279 -0.06
C -1.492 -1.944 -0.834 -0.64
O -2.167 -1.220 -0.062 0.00
O -0.327 -2.342 -0.476 -0.08
H 0.291 0.395 -2.865 0.09
H 0.572 -1.202 -2.677 0.10
H -1.438 -0.853 -4.013 0.12
H -2.081 0.037 -2.622 0.11
H -1.408 -2.944 -2.727 0.13
H -2.976 -2.169 -2.365 0.13
C 3.661 5.788 0.910 -0.04
C 2.450 5.034 0.445 -0.27
C 1.899 4.029 1.244 -0.03
C 0.778 3.329 0.840 -0.06
C 0.194 3.647 -0.381 -0.39
C 0.727 4.628 -1.202 -0.06
C 1.850 5.320 -0.778 -0.03
S -1.189 2.675 -0.944 1.05
C -2.469 3.247 0.185 -0.19
O -0.860 1.295 -0.401 -0.62
H 3.365 6.625 1.546 0.09
H 4.219 6.200 0.070 0.08
H 4.322 5.146 1.491 0.09
H 2.365 3.780 2.190 0.13
H 0.374 2.528 1.449 0.11
H 0.275 4.847 -2.163 0.12
H 2.275 6.081 -1.422 0.12
H -2.129 3.084 1.206 0.07
H -3.366 2.665 -0.020 0.07
H -2.650 4.303 -0.015 0.07